DFT (the ωB97M-V functional and the def2-TZVPD basis) results for a structure of composition CH10F3MgO8S.

The geometry in XYZ format:
```
24
Properties=species:S:1:pos:R:3:lowdin_charge:R:1
Mg -0.897 0.429 0.023 0.304
C 3.281 -0.849 0.490 -0.590
F 3.401 0.368 -0.036 0.135
F 4.342 -1.710 0.171 0.077
F 3.185 -0.900 1.806 0.140
S 1.639 -1.646 -0.192 0.605
O 1.567 -2.919 0.539 -0.315
O 0.619 -0.645 0.301 -0.409
O 1.746 -1.830 -1.645 -0.314
O -0.898 0.990 1.975 -0.030
H -0.556 0.540 2.747 0.091
H -1.036 1.892 2.265 0.075
O -1.833 -1.277 0.480 -0.043
H -2.739 -1.179 0.773 0.074
H -1.609 -2.184 0.691 0.098
O -0.932 -0.402 -1.837 -0.059
H -1.572 -0.261 -2.535 0.080
H -0.156 -0.735 -2.287 0.058
O 0.239 2.120 -0.453 -0.062
H 0.222 2.408 -1.366 0.060
H 0.579 2.874 0.029 0.073
O -2.567 1.449 -0.480 -0.109
H -2.544 2.291 -0.936 0.019
H -3.484 1.178 -0.523 0.043
```

Results
Charge: 0
⟨S²⟩: 0.750
E_HOMO (spin up / spin down) (eV): -3.8 / -10.3
Spin multiplicity: 2
LUMO energy (spin up / spin down) (eV): -0.3 / -0.4

DFT (the ωB97M-V functional and the def2-TZVPD basis) results for a structure of composition CH10F4HgN2O12S4.

The geometry in XYZ format:
```
34
Properties=species:S:1:pos:R:3:lowdin_charge:R:1
Hg -4.043 -8.164 9.161 1.086
N -2.235 -8.623 8.008 -0.406
S -1.917 -8.362 6.488 0.456
O -2.119 -9.465 5.533 -0.293
O -0.897 -7.343 6.194 -0.304
F -3.286 -7.645 6.127 -0.212
S -0.819 -9.621 8.234 0.578
O 0.420 -8.839 8.369 -0.312
O -0.698 -10.887 7.547 -0.269
F -1.025 -10.094 9.756 -0.209
N -5.720 -8.997 8.049 -0.405
S -7.064 -8.726 7.418 0.424
O -8.266 -9.405 7.939 -0.302
O -7.104 -8.478 5.976 -0.291
F -7.051 -7.208 7.940 -0.220
S -5.787 -10.684 7.754 0.564
O -6.077 -11.168 6.429 -0.252
O -6.089 -11.600 8.853 -0.292
F -4.191 -10.808 7.700 -0.224
C -6.912 -7.880 11.039 -0.229
O -5.622 -7.583 11.040 -0.178
H -7.558 -7.128 10.587 0.082
H -7.123 -8.751 10.418 0.072
H -7.232 -8.024 12.071 0.090
H -5.476 -7.123 11.870 0.094
O -2.472 -7.272 10.727 -0.109
H -1.620 -7.023 10.371 0.049
H -2.521 -6.821 11.570 0.046
O -3.932 -5.920 8.432 -0.113
H -3.801 -5.542 7.563 0.051
H -4.422 -5.253 8.913 0.045
O -3.851 -10.075 10.661 -0.106
H -3.053 -10.584 10.803 0.038
H -4.530 -10.556 11.134 0.052
```

Results
Charge: -1
⟨S²⟩: 0.753
E_HOMO (spin up / spin down) (eV): -2.4 / -7.2
Spin multiplicity: 2
LUMO energy (spin up / spin down) (eV): 2.0 / 1.6

DFT (the ωB97M-V functional and the def2-TZVPD basis) results for a cluster of 4 separate species, CH10N2O4 in total.

The geometry in XYZ format:
```
17
Properties=species:S:1:pos:R:3:lowdin_charge:R:1
N -0.637 0.346 -0.738 0.165
C -1.120 1.387 0.012 -0.589
N -2.494 1.735 -0.031 0.138
O -0.394 1.899 0.889 -0.024
H -1.221 -0.027 -1.503 0.117
H 0.300 -0.098 -0.607 0.097
H -2.483 2.643 0.400 0.089
H -3.109 1.592 -0.847 0.107
H 1.061 -3.179 0.288 0.057
H 0.971 -1.810 1.084 0.033
O 1.131 -2.215 0.198 -0.080
H 2.765 -0.527 -2.096 0.049
H 1.593 -1.616 -1.742 -0.011
O 2.016 -1.063 -2.413 -0.082
H 0.328 0.727 1.735 -0.027
H 0.763 0.285 3.118 0.046
O 0.530 -0.080 2.252 -0.084
```

Results
Charge: 0
SMILES string: NC(N)=O.O.O.O
E_HOMO (eV): -10.3
Energy relative to the best compared isomer or geometry (same formula, charge and spin) (kcal/mol): 12.69
LUMO energy (eV): 0.6

DFT (the ωB97M-V functional and the def2-TZVPD basis) results for a cluster of 3 separate species, CH10N3O2 in total.

The geometry in XYZ format:
```
16
Properties=species:S:1:pos:R:3:lowdin_charge:R:1
N -0.298 0.404 1.167 0.217
C -1.338 0.446 0.341 -0.463
N -1.539 -0.542 -0.508 0.219
N -2.233 1.469 0.436 0.189
H 0.453 -0.200 0.864 0.087
H -0.117 1.203 1.748 0.137
H -2.189 -0.729 -1.241 0.139
H -0.730 -1.148 -0.645 0.098
H -2.354 1.855 1.355 0.123
H -3.103 1.242 -0.029 0.126
H 1.786 -1.293 -0.592 0.017
H 1.507 -2.611 0.102 0.086
O 1.109 -1.759 -0.113 -0.039
H 3.196 1.262 -0.925 0.058
H 3.879 0.024 -1.561 0.058
O 3.163 0.296 -0.976 -0.050
```

Results
Charge: +1
E_HOMO (eV): -15.3
Energy relative to the best compared isomer or geometry (same formula, charge and spin) (kcal/mol): 9.87
LUMO energy (eV): -2.9

DFT (the ωB97M-V functional and the def2-TZVPD basis) results for a cluster of 4 separate species, CH10NO3 in total.

The geometry in XYZ format:
```
15
Properties=species:S:1:pos:R:3:lowdin_charge:R:1
C 0.581 1.170 1.132 -0.148
N 0.223 1.787 -0.044 -0.043
H 1.315 1.606 1.801 0.025
H 0.155 0.227 1.435 0.002
H -0.103 1.216 -0.809 0.011
H -0.096 2.747 0.018 0.067
H 2.842 -1.505 -0.305 0.032
H 1.927 -0.828 -1.343 0.031
O 1.997 -1.058 -0.409 -0.061
H -1.286 -2.167 1.286 0.048
H -2.289 -1.148 1.843 0.046
O -1.577 -1.251 1.204 -0.054
H -1.421 -0.769 -1.355 0.041
H -1.390 0.097 -2.623 0.059
O -0.879 -0.125 -1.830 -0.056
```

Results
Charge: 0
⟨S²⟩: 0.753
E_HOMO (spin up / spin down) (eV): -5.5 / -8.8
Energy relative to the best compared isomer or geometry (same formula, charge and spin) (kcal/mol): 2.40
Spin multiplicity: 2
LUMO energy (spin up / spin down) (eV): 0.6 / 0.6

DFT (the ωB97M-V functional and the def2-TZVPD basis) results for a cluster of 4 separate species, CH10NO4 in total.

The geometry in XYZ format:
```
16
Properties=species:S:1:pos:R:3:lowdin_charge:R:1
N 0.519 -2.174 -0.288 -0.026
C -0.508 -1.180 -0.708 -0.481
O -0.124 0.147 -0.771 -0.356
H 0.713 -2.002 0.694 0.039
H 1.410 -1.830 -0.664 0.030
H -1.289 -1.243 0.063 0.071
H -0.800 -1.473 -1.722 0.079
H -1.662 1.042 1.638 0.023
H -2.692 0.008 1.428 -0.016
O -2.596 0.833 1.862 -0.068
H -0.066 1.551 0.136 -0.016
H 0.661 2.916 0.415 0.009
O -0.139 2.430 0.623 -0.125
H 1.519 0.486 -0.489 -0.019
H 2.578 -0.085 -1.445 -0.011
O 2.477 0.576 -0.770 -0.133
```

Results
Charge: -1
E_HOMO (eV): -4.2
Energy relative to the best compared isomer or geometry (same formula, charge and spin) (kcal/mol): 13.26
LUMO energy (eV): 4.2

DFT (the ωB97M-V functional and the def2-TZVPD basis) results for a cluster of 4 separate species, CH10O3 in total.

The geometry in XYZ format:
```
14
Properties=species:S:1:pos:R:3:lowdin_charge:R:1
C 1.070 1.515 -1.835 -0.045
H 1.391 0.464 -1.738 0.022
H 0.846 1.962 -0.812 0.047
H 0.188 1.649 -2.402 -0.007
H 1.764 2.039 -2.420 -0.013
H -0.897 -2.605 -1.255 0.049
H 0.268 -2.472 -0.381 0.082
O -0.675 -2.122 -0.433 -0.082
H -0.241 -0.028 2.773 0.013
H 1.174 0.403 2.332 0.002
O 0.658 -0.325 2.588 -0.046
H -2.585 0.035 1.114 0.028
H -1.205 -0.483 0.926 -0.012
O -1.757 -0.030 1.542 -0.037
```

Results
Charge: 0
SMILES string: C.O.O.O
E_HOMO (eV): -11.0
Energy relative to the best compared isomer or geometry (same formula, charge and spin) (kcal/mol): 15.37
LUMO energy (eV): 0.5

DFT (the ωB97M-V functional and the def2-TZVPD basis) results for a cluster of 5 separate species, CH10O3S in total.

The geometry in XYZ format:
```
15
Properties=species:S:1:pos:R:3:lowdin_charge:R:1
C 1.319 1.089 -1.228 -0.473
S 2.075 -0.621 -1.211 0.708
H 1.926 1.846 -1.750 0.041
H 0.311 1.101 -1.645 0.027
H 1.244 1.514 -0.262 -0.001
H -1.209 0.603 -0.120 0.202
H -1.112 1.460 1.099 -0.020
H -2.036 2.146 2.180 0.035
O -1.084 2.059 1.972 -0.139
H 0.167 -1.491 -0.935 -0.134
H -1.094 -0.814 -0.742 -0.026
O -0.774 -1.733 -1.074 -0.145
H 0.679 -1.939 0.971 -0.020
H -0.587 -2.754 1.127 0.013
O 0.176 -2.465 1.618 -0.067
```

Results
Charge: 0
E_HOMO (eV): -9.4
Energy relative to the best compared isomer or geometry (same formula, charge and spin) (kcal/mol): 174.06
LUMO energy (eV): -5.3

DFT (the ωB97M-V functional and the def2-TZVPD basis) results for a cluster of 4 separate species, CH10O4 in total.

The geometry in XYZ format:
```
15
Properties=species:S:1:pos:R:3:lowdin_charge:R:1
C -0.012 -0.363 -2.400 -0.085
O 1.042 -0.011 -1.453 -0.156
H -0.082 0.533 -3.013 0.082
H 0.316 -1.260 -2.910 0.080
H -0.958 -0.413 -1.869 0.077
H 1.359 -0.814 -1.051 0.079
H -1.077 1.054 2.002 0.014
H -0.108 1.019 0.732 -0.017
O -0.806 0.587 1.238 -0.054
H -1.372 -1.219 2.724 -0.016
H -2.163 -2.453 2.313 0.044
O -1.468 -2.142 2.920 -0.062
H 2.312 2.072 0.799 0.070
H 1.587 1.488 -0.440 0.012
O 1.431 1.922 0.408 -0.069
```

Results
Charge: 0
SMILES string: CO.O.O.O
E_HOMO (eV): -10.9
Energy relative to the best compared isomer or geometry (same formula, charge and spin) (kcal/mol): 16.18
LUMO energy (eV): 0.6

Summary of max |F| in eV/A
3.51, 8.73, 1.76, 2.30, 0.85, 1.73, 2.79, 2.78, 2.23
(order as listed above)